Record 1
{"formula": "C4H12O3", "method": "ωB97M-V/def2-TZVPD", "total_charge": 1, "multiplicity": 2, "energy_ha": -384.91473, "gap_ha": [0.389, 0.147], "fmax_ev_per_a": 1.6, "e_homo_ev": [-14.163, -14.162], "elements": ["C", "C", "C", "O", "C", "O", "H", "H", "H", "H", "H", "H", "H", "H", "H", "H", "H", "H", "O"], "xyz": [[-0.5369, -0.0153, 0.3773], [0.0690, -0.6641, 1.6248], [1.2152, 0.2523, 2.0849], [0.8796, 1.6182, 1.9355], [-1.7191, -0.7408, -0.1626], [-2.0682, -0.3279, -1.3878], [-0.7888, 1.0536, 0.5289], [0.2567, 0.0739, -0.3692], [-0.6348, -0.7105, 2.4581], [0.5194, -1.6153, 1.3971], [1.5295, 0.0873, 3.1218], [2.1137, 0.1323, 1.4766], [0.0812, 1.8733, 2.4223], [-1.4721, -1.8403, -0.2136], [-2.5629, -0.7570, 0.5482], [-3.0078, -0.5010, -1.5583], [1.7891, -0.4444, -2.8798], [2.4387, 0.6576, -3.7233], [1.9458, -0.1686, -3.7876]], "forces_ev_per_angstrom": [[0.9, -0.6, -0.1], [0.4, 1.3, 0.4], [0.4, 0.3, 0.3], [-0.4, 0.4, -0.4], [0.1, 1.1, 1.1], [-0.3, 0.0, -0.7], [-0.3, -0.2, 0.2], [0.0, -0.1, -0.2], [-0.2, -0.4, -0.2], [-0.2, -0.6, 0.0], [-0.2, -0.3, -0.1], [-0.2, -0.1, -0.1], [0.3, -0.2, 0.2], [0.2, -0.4, 0.0], [-0.3, -0.2, -0.1], [-0.2, -0.1, -0.3], [0.2, 0.0, -0.1], [0.0, -0.1, 0.0], [-0.1, 0.1, 0.1]]}

=====

Record 2
{"formula": "C23H67NO11S10", "method": "ωB97M-V/def2-TZVPD", "total_charge": 0, "energy_ha": -5779.21631, "gap_ha": 0.245, "fmax_ev_per_a": 7.9, "e_homo_ev": -7.189, "elements": ["C", "C", "O", "N", "C", "H", "H", "H", "H", "H", "H", "H", "C", "S", "O", "C", "H", "H", "H", "H", "H", "H", "C", "S", "O", "C", "H", "H", "H", "H", "H", "H", "C", "S", "O", "C", "H", "H", "H", "H", "H", "H", "C", "S", "O", "C", "H", "H", "H", "H", "H", "H", "C", "S", "O", "C", "H", "H", "H", "H", "H", "H", "C", "S", "O", "C", "H", "H", "H", "H", "H", "H", "C", "S", "O", "C", "H", "H", "H", "H", "H", "H", "C", "S", "O", "C", "H", "H", "H", "H", "H", "H", "C", "S", "O", "C", "H", "H", "H", "H", "H", "H", "C", "S", "O", "C", "H", "H", "H", "H", "H", "H"], "xyz": [[3.7795, -2.9330, 2.0470], [2.3158, -2.8055, 1.8082], [1.5319, -2.6937, 2.7428], [1.8814, -2.9218, 0.5156], [0.5054, -2.9785, 0.0603], [3.9851, -3.1898, 3.0861], [4.1489, -1.9163, 1.9125], [4.1022, -3.6046, 1.2514], [2.5791, -3.1280, -0.1850], [-0.3014, -2.7239, 0.7476], [0.3498, -4.0290, -0.1853], [0.4612, -2.4049, -0.8655], [4.8308, 0.9741, -2.1651], [3.2108, 0.5638, -1.4069], [1.9791, 0.8228, -2.2307], [3.6118, -1.2684, -1.2603], [4.8752, 2.0385, -2.3959], [4.9627, 0.4771, -3.1261], [5.5917, 0.7845, -1.4080], [4.5852, -1.4998, -0.8279], [3.6608, -1.5791, -2.3039], [2.8165, -1.8523, -0.7968], [-2.6584, -2.2730, -0.2594], [-1.9885, -2.9132, 1.3012], [-2.9272, -2.6678, 2.4616], [-2.1209, -4.7609, 0.7747], [-2.1284, -2.5624, -1.1668], [-2.6807, -1.1882, -0.1552], [-3.7141, -2.5298, -0.3468], [-1.0953, -5.0281, 0.5199], [-2.8201, -5.0292, -0.0172], [-2.4664, -5.3076, 1.6521], [-3.9760, 1.9496, -0.3107], [-3.4353, 3.6276, 0.2510], [-2.3161, 3.5038, 1.2683], [-2.8187, 4.2867, -1.3414], [-3.0789, 1.3949, -0.5859], [-4.7628, 1.9906, -1.0640], [-4.3395, 1.3985, 0.5565], [-2.3052, 3.5259, -1.9293], [-1.9910, 4.9653, -1.1351], [-3.6301, 4.8432, -1.8106], [-0.2299, 2.9048, -0.3747], [0.0011, 2.3850, -2.1544], [-0.7714, 3.3289, -3.0685], [1.7877, 2.9500, -2.2796], [-1.2544, 2.7883, -0.0211], [-0.0983, 3.9827, -0.2812], [0.4996, 2.3720, 0.2352], [2.0490, 2.9832, -3.3373], [2.4090, 2.3162, -1.6467], [1.9065, 3.9705, -1.9156], [-1.4677, 0.6758, 0.2026], [-0.4233, -0.8862, 0.3938], [-0.7507, -1.7371, -0.8782], [1.2214, -0.0225, -0.0193], [-0.9966, 1.5728, 0.6046], [-2.4395, 0.5441, 0.6784], [-1.6992, 0.9070, -0.8371], [1.0766, 0.5735, -0.9204], [1.9849, -0.7782, -0.2037], [1.5078, 0.6189, 0.8141], [3.1836, 0.8086, 1.7099], [4.5728, 0.5157, 2.8804], [4.1273, -0.6716, 3.7590], [5.9316, -0.1317, 1.7404], [3.4565, 1.4394, 0.8639], [2.3409, 1.2293, 2.2584], [2.8114, -0.1623, 1.3830], [6.9583, -0.1371, 2.1062], [5.8811, 0.3199, 0.7497], [5.8547, -1.1887, 1.4855], [-3.3404, -0.7509, 2.9372], [-4.5530, 0.7045, 2.7064], [-5.1689, 0.8117, 4.0592], [-3.2174, 2.0368, 2.6643], [-3.8902, -1.6458, 3.2288], [-2.5921, -0.5822, 3.7116], [-2.8250, -1.0989, 2.0420], [-2.5464, 1.8495, 1.8260], [-2.7843, 2.1066, 3.6622], [-3.7161, 3.0058, 2.6432], [-2.3331, 0.9221, -2.7575], [-2.9385, -0.5641, -1.8240], [-3.4490, -0.1717, -0.3988], [-4.4420, -0.8349, -2.9101], [-1.3203, 1.1965, -2.4625], [-2.9827, 1.7542, -2.4861], [-2.4585, 0.9098, -3.8402], [-4.9749, -1.6497, -2.4199], [-4.1740, -1.0328, -3.9479], [-5.0755, 0.0442, -3.0280], [0.5419, -1.3114, -2.8208], [0.6960, -1.0101, -4.6285], [-0.6289, -0.2696, -4.9608], [2.0576, 0.2364, -4.5375], [0.5154, -0.3416, -2.3238], [1.3894, -1.8571, -2.4060], [-0.4531, -1.7502, -2.8951], [1.7313, 0.9955, -3.8265], [2.1624, 0.6968, -5.5199], [2.9996, -0.1199, -4.1206], [1.0886, 0.7715, 2.9437], [-0.5034, -0.2242, 2.9593], [-1.5845, 0.7178, 2.4387], [-0.7231, -0.3412, 4.7614], [1.9521, 0.1282, 3.1126], [1.0710, 1.6039, 3.6472], [1.1924, 1.3076, 2.0004], [0.2314, -0.3707, 5.2870], [-1.3028, -1.2576, 4.8716], [-1.2916, 0.5557, 5.0073]], "forces_ev_per_angstrom": [[-0.3, 0.6, -0.8], [-1.3, -1.1, 0.7], [-0.3, 0.5, -0.3], [1.1, -0.4, 1.8], [5.1, -4.5, -0.2], [0.0, -0.3, -0.4], [0.3, -0.5, -0.1], [0.9, -0.2, 0.4], [-0.3, -0.8, 0.6], [2.2, -0.9, 0.7], [-0.3, -0.2, -0.2], [1.9, -1.9, 0.6], [-0.8, 0.5, -1.0], [2.1, -1.2, 0.5], [3.8, -4.2, 0.2], [0.1, 0.4, -2.0], [-0.3, 0.1, 0.2], [0.3, -0.4, 0.3], [-0.1, -0.4, -0.2], [0.0, 0.6, 0.3], [0.1, -0.2, -0.2], [0.7, 0.9, -0.4], [-2.1, -4.7, 1.6], [-3.0, -3.9, -0.1], [2.4, -6.7, -2.4], [0.3, 0.6, 1.0], [-1.2, -1.3, 1.1], [0.7, -2.3, 1.9], [-0.5, -0.5, 0.6], [-0.3, -0.3, 0.0], [0.1, 0.7, -0.2], [0.3, 0.1, 0.2], [0.9, 2.3, 1.0], [-1.6, 1.4, 0.0], [1.0, 2.2, -2.9], [0.6, -0.4, 0.7], [-1.4, 2.3, -0.2], [0.2, 0.3, -0.1], [-0.3, 0.8, -0.3], [-0.9, 0.3, -0.3], [-0.3, 0.3, 0.3], [0.0, -0.4, -0.1], [0.7, 2.0, -1.6], [2.1, 3.7, 0.0], [1.1, -1.1, 1.0], [-0.6, 3.0, 1.0], [0.9, 0.5, -0.6], [0.6, 0.1, -0.3], [-0.1, 0.3, -0.2], [0.1, -0.5, 0.1], [-0.5, 2.6, -0.3], [-0.7, 0.4, -0.1], [1.6, 0.0, 0.4], [-0.2, 3.7, -3.7], [-1.0, 7.8, -0.1], [-2.7, -0.4, 0.9], [-0.1, -2.4, 0.4], [2.0, -0.1, 0.2], [1.5, -0.4, 0.5], [-0.9, -0.6, 1.3], [-1.4, 0.4, 0.8], [-0.9, -0.8, -1.4], [3.8, 0.0, -0.3], [0.3, -1.4, 0.7], [0.5, 2.0, -1.3], [-0.4, -0.7, -0.7], [0.4, -0.1, 0.3], [3.9, 0.9, -0.8], [0.9, 0.1, 0.3], [-0.2, 1.0, 0.6], [0.0, 0.7, 0.2], [-0.8, -0.2, 0.4], [-2.2, 2.4, 0.4], [2.9, -0.4, 1.7], [-0.8, 0.2, 0.3], [-3.7, -0.2, 1.3], [-1.4, 1.8, 0.5], [-1.3, 0.3, -0.1], [-1.1, 2.7, 0.4], [-1.7, 0.7, 1.4], [0.3, -0.7, -0.2], [-0.8, -0.4, -0.3], [-1.9, 0.7, 0.2], [-2.6, 1.7, -3.8], [-4.3, -1.0, -5.7], [0.3, 0.6, 0.5], [-1.1, -1.4, -0.7], [0.1, -0.1, 0.1], [0.3, -1.0, 0.1], [-0.1, 0.0, -0.3], [0.6, -0.6, 0.2], [0.0, 0.2, 0.7], [-0.4, 0.9, -2.3], [-0.7, 1.3, 0.0], [2.4, -1.0, 0.5], [-1.1, 0.7, -1.3], [-0.6, -0.7, -0.6], [-0.5, -0.5, -0.3], [0.6, -0.4, 0.5], [-0.1, -0.3, -1.5], [0.2, -0.4, -0.2], [-0.1, -0.5, -0.5], [-3.5, -0.5, 2.1], [0.9, 1.3, 1.4], [5.8, -2.2, 2.8], [0.2, 0.3, -0.4], [-1.3, -0.6, 0.8], [-0.2, -0.2, 0.6], [-2.4, -0.4, 0.6], [0.0, -0.2, -0.1], [0.2, 0.2, 0.5], [-0.1, -0.1, 0.3]]}